Record 1
18
Properties=species:S:1:pos:R:3:forces:R:3 method="wB97M-V/def2-TZVPD" charge=+1 homo_energy_ev="-12.14 / -15.13" spin_multiplicity=3
C -2.377373 -1.928562 0.037934 -3.3 -2.1 1.5
C -0.379331 -0.545704 -0.291791 -1.9 -1.8 -0.9
C -1.112627 2.120610 0.393344 -2.0 1.2 -3.2
C 1.419274 0.904570 -0.882040 1.0 1.3 -1.8
C 1.699785 -1.060142 0.588543 0.7 -0.2 0.5
N -1.316487 -1.331520 -0.327368 2.7 2.2 -0.4
N 0.887385 -0.339912 -0.377451 -0.6 1.1 0.1
H -3.303675 -2.139468 -0.654250 2.3 0.5 1.2
H -2.393821 -2.349076 1.122733 -0.1 0.9 -2.0
H -2.119103 1.879308 0.690002 0.0 -0.1 0.2
H -1.029111 2.649964 -0.612634 0.0 -0.8 1.7
H -0.328510 2.123334 1.050769 1.7 0.0 1.5
H 1.966226 1.425651 -0.079399 -0.4 -0.1 -0.3
H 2.166591 0.693102 -1.707207 -0.8 0.1 0.9
H 0.631711 1.571253 -1.314695 0.7 -0.8 0.5
H 2.000648 -1.970186 0.082490 0.5 -0.3 0.3
H 2.588661 -0.414327 0.876692 -1.3 -1.0 -0.2
H 0.999760 -1.288894 1.404335 1.0 -0.1 0.2

---

Record 2
54
Properties=species:S:1:pos:R:3:forces:R:3 method="wB97M-V/def2-TZVPD" charge=-1 homo_energy_ev=-4.17 spin_multiplicity=1
C 1.948843 1.392422 2.429577 0.4 0.0 0.1
C 1.739999 1.851519 1.011399 0.2 0.0 0.0
O 1.292959 1.101783 0.175119 -0.4 -0.3 -0.6
N 2.114226 3.145043 0.712524 -0.4 0.1 0.7
C 1.148981 3.993842 -0.002037 0.0 0.1 -0.3
C 0.244485 4.789007 0.950463 0.1 -0.8 -0.1
C -1.018669 4.009407 1.301700 -0.2 0.3 0.0
C -1.994210 4.815291 2.176288 0.0 -0.2 0.5
B -3.303432 3.965003 2.322559 -0.8 0.7 0.1
O -3.494626 3.117840 3.424322 0.8 -0.2 0.0
B -3.445162 1.834907 2.920996 -0.1 -0.2 -0.4
F -3.172063 0.798417 3.713267 0.0 0.1 0.1
O -3.603179 1.664328 1.573885 -0.4 -0.1 0.4
B -4.524881 2.594159 1.002414 0.0 -0.2 -0.3
C -5.748065 2.075754 0.155056 -0.1 0.1 -0.1
O -6.442888 1.272071 0.824869 -0.1 -0.1 0.3
O -5.939244 2.495070 -1.001566 0.0 0.1 -0.4
O -4.270399 3.925216 1.344015 0.5 -0.4 0.1
H 1.676309 2.159321 3.150843 -0.1 0.0 0.1
H 1.367319 0.494690 2.604007 -0.1 0.0 0.0
H 3.002353 1.148570 2.575077 0.1 0.0 0.1
H 2.444370 3.602038 1.551853 0.1 0.2 -0.1
H 0.525371 3.342456 -0.609747 0.1 -0.1 -0.1
H 1.678000 4.657209 -0.683350 0.1 0.0 0.0
H 0.794488 4.957699 1.879404 0.0 0.5 0.0
H -0.030408 5.731585 0.482290 0.0 0.2 0.1
H -1.527318 3.712868 0.383353 0.0 -0.1 -0.1
H -0.759247 3.088277 1.828802 0.1 -0.1 -0.1
H -2.180443 5.798545 1.747955 0.0 0.1 -0.1
H -1.563820 4.935518 3.173158 0.1 0.2 0.0
C 2.543507 -2.672850 -0.704576 0.0 0.2 -0.1
O 2.855159 -3.845228 -0.510411 -0.3 -0.1 0.2
N 2.606968 -2.091358 -1.931094 0.2 -0.1 -0.1
N 2.113083 -1.847414 0.296575 0.0 -0.1 -0.1
H 2.349887 -1.133286 -2.077236 0.0 0.0 0.1
H 2.903117 -2.647147 -2.723870 -0.2 0.0 0.1
H 2.052601 -2.226060 1.221654 0.1 0.0 0.0
H 1.879482 -0.879703 0.136459 -0.2 0.1 0.1
C 1.803960 -3.591164 -5.365065 -0.2 0.0 0.0
O 2.608178 -3.519071 -4.450981 0.1 0.0 -0.2
N 1.176536 -2.491617 -5.878296 0.1 0.0 0.0
N 1.466374 -4.783911 -5.937969 0.1 0.0 0.0
H 0.505700 -2.532997 -6.620751 0.0 0.0 0.0
H 1.396620 -1.603528 -5.469559 0.0 0.0 0.0
H 1.905465 -5.607071 -5.571464 0.0 0.0 0.0
H 0.803109 -4.872603 -6.682913 0.0 0.0 0.0
C -0.048579 -6.123374 1.383885 0.0 0.0 -0.1
O -0.772464 -6.944058 1.925879 0.0 0.0 0.0
N 0.756244 -6.430858 0.325670 0.1 0.0 -0.1
N 0.016809 -4.817132 1.781268 0.0 0.0 0.2
H 1.360848 -5.760958 -0.119630 0.1 0.1 0.0
H 0.727986 -7.372877 -0.011730 0.0 0.0 0.0
H -0.570113 -4.534189 2.542430 0.0 0.0 0.0
H 0.599861 -4.141392 1.323232 0.0 0.0 -0.1

---

Record 3
13
Properties=species:S:1:pos:R:3:forces:R:3 method="wB97M-V/def2-TZVPD" smiles=N[C@@]1(O)CCO1 homo_energy_ev=-9.80 spin_multiplicity=1
N -0.047060 0.572826 -1.758601 -0.3 0.1 0.3
C -0.204346 -0.183722 -0.608900 -0.4 0.5 0.6
O -0.720353 -1.401805 -0.950216 -0.2 -0.3 0.6
C 0.933114 -0.096532 0.409227 0.3 -0.1 0.0
C -0.083367 0.176373 1.503492 0.3 0.1 0.4
O -1.197615 0.206501 0.612667 0.7 0.3 -1.2
H 0.330912 1.497969 -1.633287 -0.1 0.0 0.0
H -0.808399 0.506744 -2.420473 0.0 0.1 0.1
H 1.603029 0.739305 0.207737 0.0 0.0 0.0
H 1.517793 -1.010428 0.493114 0.0 0.0 -0.1
H -0.156605 -0.615656 2.258044 -0.1 0.1 -0.1
H 0.074251 1.129018 2.017209 -0.1 0.0 0.0
H -1.241352 -1.520593 -0.130012 -0.1 -0.7 -0.6

---

| no. | F_max (eV/Å) |
| --- | --- |
| 1 | 4.2 |
| 2 | 1.0 |
| 3 | 1.5 |